Entry from OMol25: a single ClH2NO molecule at a distorted geometry (wB97M-V/def2-TZVPD).

Energy relative to the best compared isomer or geometry (same formula, charge and spin) ... 99.5 kJ/mol
SMILES ... NOCl
Spin multiplicity ... 1
Total charge ... 0
HOMO energy ... -10.17 eV
LUMO ... 0.295 eV
Kohn-Sham gap ... 10.460 eV
Molar mass ... 67.5 g/mol

Geometry (Å):
N 0.539 -0.267 0.017
O -0.630 0.698 -0.294
Cl -2.020 -0.189 -0.040
H 1.263 -0.071 -0.594
H 0.848 -0.172 0.912

Entry from OMol25: a gas-phase ion, C8H17N2O2 (charge +1) at a distorted geometry (wB97M-V/def2-TZVPD).

Energy relative to the best compared isomer or geometry (same formula, charge and spin) ... 120.9 kJ/mol
SMILES ... COC(=O)NC1(C(C)(C)[NH3+])CC1
Spin multiplicity ... 1
Total charge ... +1
HOMO energy ... -13.74 eV
LUMO ... -2.607 eV
Kohn-Sham gap ... 11.128 eV
Molar mass ... 173.2 g/mol

Geometry (Å):
C 2.056 0.097 -0.037
C -1.025 2.195 0.329
C -0.542 1.888 -1.066
C -0.313 0.874 0.046
C -2.607 -0.302 -0.120
C -0.813 -1.202 1.454
C 4.480 -0.155 -0.077
C -1.027 -0.454 0.119
N 1.033 0.753 0.714
N -0.560 -1.362 -0.951
O 1.790 -0.690 -0.943
O 3.277 0.423 0.376
H -0.424 2.900 0.984
H -2.101 2.081 0.627
H -1.365 1.752 -1.857
H 0.156 2.573 -1.541
H -3.045 0.547 -0.524
H -3.175 -0.580 0.822
H -2.950 -1.054 -0.797
H -1.556 -1.902 1.401
H 0.274 -1.457 1.453
H -0.910 -0.503 2.346
H 4.132 -1.265 -0.145
H 5.136 0.081 0.674
H 4.724 0.224 -1.073
H 1.339 1.552 1.392
H -0.810 -1.345 -1.971
H -0.823 -2.273 -0.635
H 0.511 -1.272 -1.029

Entry from OMol25: a molecular structure, C41H45BeF5N5P2S2Si2 at a distorted geometry (wB97M-V/def2-TZVPD).

Spin multiplicity ... 1
Total charge ... -1
HOMO energy ... -3.95 eV
LUMO ... 1.961 eV
Kohn-Sham gap ... 5.911 eV
Molar mass ... 894.1 g/mol

Geometry (Å):
Be -0.756 -0.938 -0.199
C 1.506 -4.334 -1.621
Si 1.112 -2.504 -1.976
C 2.442 -1.872 -3.163
C -0.453 -2.566 -3.044
N 0.793 -1.643 -0.489
P 1.861 -0.785 0.430
C 1.420 0.595 1.277
P -0.187 0.819 1.680
N -1.447 -0.092 1.102
Si -3.056 -0.120 1.749
C -3.141 -1.031 3.416
C -4.150 -1.090 0.543
C -3.989 1.515 1.980
C -0.600 2.570 1.321
C 0.131 3.586 1.935
C -0.136 4.916 1.650
C -1.125 5.246 0.732
C -1.819 4.241 0.078
C -1.553 2.910 0.369
C -0.306 0.846 3.539
C 0.561 -0.003 4.225
C 0.643 0.016 5.608
C -0.107 0.933 6.332
C -0.957 1.802 5.663
C -1.063 1.750 4.280
C 2.715 -2.017 1.525
C 2.407 -3.372 1.564
C 3.004 -4.212 2.497
C 3.933 -3.704 3.393
C 4.249 -2.351 3.365
C 3.633 -1.514 2.449
C 3.319 -0.271 -0.562
C 3.228 0.975 -1.179
C 4.275 1.457 -1.947
C 5.437 0.708 -2.085
C 5.544 -0.522 -1.454
C 4.484 -1.018 -0.706
H 1.527 -4.865 -2.577
H 0.735 -4.805 -1.002
H 2.471 -4.483 -1.132
H 2.207 -2.247 -4.162
H 3.448 -2.204 -2.906
H 2.449 -0.783 -3.206
H -0.396 -3.419 -3.729
H -0.545 -1.661 -3.643
H -1.368 -2.658 -2.462
H -2.839 -2.074 3.309
H -4.171 -1.022 3.787
H -2.510 -0.580 4.181
H -4.254 -2.133 0.847
H -3.750 -1.079 -0.472
H -5.150 -0.650 0.522
H -3.507 2.212 2.665
H -4.974 1.270 2.388
H -4.142 2.032 1.032
H 0.906 3.316 2.643
H 0.419 5.704 2.146
H -1.351 6.285 0.521
H -2.581 4.489 -0.652
H -2.092 2.123 -0.140
H 1.216 -0.650 3.652
H 1.305 -0.671 6.123
H -0.014 0.983 7.410
H -1.540 2.520 6.226
H -1.731 2.430 3.767
H 1.708 -3.768 0.840
H 2.751 -5.266 2.515
H 4.405 -4.367 4.109
H 4.980 -1.948 4.057
H 3.848 -0.451 2.435
H 2.320 1.550 -1.044
H 4.186 2.420 -2.435
H 6.260 1.084 -2.682
H 6.457 -1.098 -1.544
H 4.563 -1.991 -0.237
F -3.580 4.080 -5.245
C -2.914 3.291 -4.390
C -3.457 2.090 -3.974
F -4.673 1.734 -4.415
C -2.756 1.262 -3.116
F -3.338 0.116 -2.739
C -1.471 1.570 -2.666
S -0.420 0.501 -1.796
C -0.971 2.816 -3.076
F 0.230 3.216 -2.650
C -1.663 3.657 -3.922
F -1.136 4.831 -4.294
C -2.450 -6.716 -1.700
C -3.383 -5.624 -1.165
C -2.631 -4.606 -0.379
N -2.409 -3.408 -0.748
N -1.651 -2.659 0.093
C -1.293 -3.328 1.184
N -0.596 -2.882 2.222
S -1.881 -4.978 1.172
H -3.017 -7.468 -2.250
H -1.927 -7.212 -0.881
H -1.707 -6.282 -2.369
H -4.162 -6.075 -0.546
H -3.856 -5.093 -1.991
H -0.188 -1.963 2.164
H -0.263 -3.519 2.921

Entry from OMol25: a molecular structure, C16H36AsCoN2Si2 (wB97M-V/def2-TZVPD).

Energy relative to the best compared isomer or geometry (same formula, charge and spin) ... 6.7 kJ/mol
Spin multiplicity ... 5
Total charge ... +2
HOMO energy (spin up / spin down) ... -14.56 / -15.34 eV
LUMO (spin up / spin down) ... -5.824 / -7.701 eV
Kohn-Sham gap (spin up / spin down) ... 8.733 / 7.636 eV
Molar mass ... 446.5 g/mol

Geometry (Å):
Co -0.533 -0.221 0.997
C -1.362 3.610 1.427
C -0.916 3.116 2.810
C -2.080 3.115 3.796
C -0.211 1.778 2.703
C 0.862 1.617 1.814
C 1.550 0.402 1.707
C 1.190 -0.713 2.490
C 1.988 -1.986 2.452
C 0.113 -0.551 3.374
C -0.562 0.665 3.482
H -1.978 4.502 1.532
H -1.962 2.849 0.918
H -0.522 3.871 0.783
H -0.159 3.812 3.188
H -2.866 2.416 3.492
H -2.528 4.107 3.830
H -1.768 2.868 4.811
H 1.196 2.464 1.228
H 2.413 0.333 1.057
H 2.691 -1.996 3.288
H 2.565 -2.067 1.532
H 1.352 -2.865 2.551
H -0.166 -1.378 4.017
H -1.375 0.747 4.192
N -2.327 -1.385 1.334
N -2.656 0.022 1.177
H -2.928 -1.985 0.776
H -2.438 -1.651 2.307
H -3.253 0.358 1.928
H -3.148 0.163 0.299
C 0.673 -4.105 -0.728
Si 0.874 -2.887 -2.109
C 2.636 -2.456 -2.469
C -0.125 -3.326 -3.594
As -0.059 -0.829 -1.253
Si 0.357 0.975 -2.799
C 0.302 0.303 -4.514
C 2.033 1.593 -2.307
C -0.999 2.190 -2.434
H 0.997 -5.098 -1.054
H -0.373 -4.182 -0.427
H 1.273 -3.828 0.140
H 3.176 -3.364 -2.755
H 3.136 -2.033 -1.596
H 2.717 -1.748 -3.296
H 0.258 -4.263 -4.009
H -0.067 -2.567 -4.374
H -1.174 -3.482 -3.333
H 1.097 -0.422 -4.696
H 0.444 1.130 -5.217
H -0.660 -0.160 -4.736
H 2.793 0.815 -2.396
H 2.037 1.973 -1.283
H 2.322 2.416 -2.968
H -1.963 1.801 -2.769
H -0.828 3.138 -2.952
H -1.056 2.401 -1.364